Arrangement one

# C3H14O3S2

A 4-piece molecular cluster, C3H14O3S2 overall (wB97M-V/def2-TZVPD, the OMol25 dataset).

The geometry in XYZ format:
```
22
Properties=species:S:1:pos:R:3:lowdin_charge:R:1
C -0.23 1.19 0.19 -0.3050
C -1.80 1.32 0.26 -0.0975
C 0.32 2.29 -0.68 -0.5581
S 0.61 1.83 -2.41 0.3664
S 2.20 0.73 -2.62 0.2975
H -0.14 0.18 -0.19 0.0707
H 0.17 1.27 1.21 0.0866
H -2.14 1.89 -0.62 0.0734
H -2.25 0.36 0.46 0.0557
H -2.09 1.97 1.09 0.0654
H 1.36 2.59 -0.40 0.0705
H -0.25 3.21 -0.62 0.0748
H 1.87 -0.54 -2.25 -0.2002
H -0.16 -3.53 1.28 0.0298
H 0.60 -2.91 0.22 0.0217
O 0.29 -2.71 1.13 -0.0729
H -1.18 -2.81 -1.14 0.0478
H -0.09 -2.19 -1.98 0.0333
O -0.31 -2.98 -1.48 -0.0379
H 0.42 -0.59 2.46 0.0038
H 1.84 -0.51 3.02 0.0363
O 0.99 -0.06 3.04 -0.0621
```

Summary:
- gap between HOMO and LUMO (eV) = 9.150
- HOMO level (eV) = -8.962
- SMILES = CCCSS.O.O.O
- charge = 0
- LUMO (eV) = 0.1881
- M (Da) = 162.3

Arrangement two

# C3H14O3S2

A 4-piece molecular cluster, C3H14O3S2 overall (wB97M-V/def2-TZVPD, the OMol25 dataset).

The geometry in XYZ format:
```
22
Properties=species:S:1:pos:R:3:lowdin_charge:R:1
C -1.94 0.22 0.39 -0.3116
C -3.27 0.35 1.13 -0.1388
C -1.49 1.63 -0.11 -0.6026
S 0.09 1.70 -0.85 0.3984
S 1.72 1.62 0.31 0.3276
H -2.19 -0.48 -0.44 0.1034
H -1.18 -0.25 0.98 0.0754
H -3.91 1.12 0.71 0.0617
H -3.93 -0.54 1.06 0.0727
H -3.27 0.58 2.21 0.0761
H -1.74 2.28 0.74 0.0878
H -2.18 1.97 -0.90 0.0756
H 1.82 0.30 0.55 -0.2170
H 2.19 -3.77 -1.14 0.0406
H 1.30 -2.67 -0.60 0.0076
O 1.63 -3.58 -0.38 -0.0927
H 0.13 -1.96 2.03 0.0320
H 1.40 -2.70 1.37 0.0159
O 1.03 -1.86 1.72 -0.0731
H -0.54 -2.42 -1.98 0.0612
H 0.32 -1.22 -2.36 0.0628
O 0.06 -1.77 -1.61 -0.0629
```

Summary:
- gap between HOMO and LUMO (eV) = 9.057
- HOMO level (eV) = -8.724
- SMILES = CCCSS.O.O.O
- charge = 0
- LUMO (eV) = 0.3327
- M (Da) = 162.3

Arrangement three

# C3H14O3S2

C3H14O3S2 as an isolated structure (wB97M-V/def2-TZVPD, the OMol25 dataset).

The geometry in XYZ format:
```
22
Properties=species:S:1:pos:R:3:lowdin_charge:R:1
C -0.39 1.72 1.23 -0.1702
C -0.78 2.18 -0.16 -0.6323
S 0.55 2.43 -1.30 0.8964
S 0.40 -1.16 -2.83 0.7305
C 0.33 -2.39 -1.51 -0.4429
H 0.13 2.53 1.76 0.0808
H 0.39 0.99 1.11 0.0304
H -1.21 1.25 1.78 0.0633
H -1.53 1.49 -0.59 0.1008
H -1.33 3.14 -0.17 0.0923
H 0.07 -3.34 -1.93 0.0258
H 1.32 -2.32 -1.05 0.0291
H -0.39 -2.11 -0.74 0.0244
H 2.94 0.40 0.50 0.0525
H 2.34 1.21 -0.64 -0.1009
O 2.57 0.32 -0.39 -0.0988
H 0.11 -2.19 1.81 -0.0183
H -3.03 -1.05 1.20 0.0199
O 0.05 -1.37 1.36 -0.1874
H 0.76 -0.06 -2.13 -0.2262
H -1.12 -1.08 1.42 -0.0705
O -2.17 -0.59 1.28 -0.1987
```

Summary:
- gap between HOMO and LUMO (eV) = 3.393
- HOMO level (eV) = -8.656
- charge = 0
- LUMO (eV) = -5.2628
- M (Da) = 162.3

So which one is most stable? That would be arrangement two, about 0.235 eV below the next structure.

Arrangement one

# C4H14O2S

A 3-piece molecular cluster, C4H14O2S overall (wB97M-V/def2-TZVPD, the OMol25 dataset).

The geometry in XYZ format:
```
21
Properties=species:S:1:pos:R:3:lowdin_charge:R:1
C 0.87 1.74 -1.33 -0.1171
C 1.11 1.20 0.09 -0.3134
C -0.02 0.48 0.88 -0.3628
S -0.35 -1.19 -0.03 0.8060
C -1.70 -1.72 0.88 -0.5056
H 0.06 2.44 -1.43 0.0640
H 1.78 2.22 -1.69 0.0718
H 0.56 0.95 -1.97 0.0356
H 1.44 2.11 0.69 0.1222
H 2.01 0.52 0.12 0.0952
H -0.85 1.17 1.01 0.0898
H 0.38 0.13 1.80 0.0523
H -2.48 -0.97 1.25 0.0817
H -2.33 -2.59 0.66 0.0477
H -1.14 -1.93 1.82 0.0286
H 2.73 -2.70 1.39 0.0303
H 2.04 -1.71 0.49 -0.0311
O 2.71 -1.76 1.20 -0.0932
H -2.19 0.87 -2.65 0.0252
H -2.00 0.10 -1.35 -0.0518
O -2.62 0.66 -1.83 -0.0754
```

Summary:
- gap between HOMO and LUMO (eV) = 9.541
- HOMO level (eV) = -8.915
- SMILES = CCCSC.O.O
- charge = 0
- LUMO (eV) = 0.6261
- M (Da) = 126.2

Arrangement two

# C4H14O2S

A 3-piece molecular cluster, C4H14O2S overall (wB97M-V/def2-TZVPD, the OMol25 dataset).

The geometry in XYZ format:
```
21
Properties=species:S:1:pos:R:3:lowdin_charge:R:1
C 0.63 -2.09 0.81 -0.1292
C 0.62 -0.70 1.47 -0.3266
C 1.11 0.40 0.54 -0.4716
S 0.09 0.45 -1.02 0.7747
C 0.08 2.23 -1.29 -0.4451
H 1.52 -2.27 0.21 0.0765
H 0.61 -2.80 1.61 0.0694
H -0.30 -2.20 0.26 0.0519
H 1.30 -0.69 2.31 0.0982
H -0.39 -0.48 1.83 0.1082
H 2.12 0.20 0.21 0.0660
H 1.02 1.40 0.94 0.0641
H -0.38 2.45 -2.26 0.0350
H -0.49 2.74 -0.53 0.0031
H 1.09 2.62 -1.36 0.0402
H -2.14 3.89 1.19 0.0365
H -2.90 2.84 0.37 0.0302
O -2.86 3.79 0.55 -0.0645
H 0.03 -3.25 -1.64 0.0077
H -0.18 -4.54 -2.44 0.0355
O -0.56 -4.00 -1.74 -0.0600
```

Summary:
- gap between HOMO and LUMO (eV) = 9.339
- HOMO level (eV) = -8.643
- SMILES = CCCSC.O.O
- charge = 0
- LUMO (eV) = 0.6960
- M (Da) = 126.2

Arrangement three

# C4H14O2S

A 3-piece molecular cluster, C4H14O2S overall (wB97M-V/def2-TZVPD, the OMol25 dataset).

The geometry in XYZ format:
```
21
Properties=species:S:1:pos:R:3:lowdin_charge:R:1
C -1.58 -0.08 2.20 -0.1028
C -0.47 0.68 1.20 -0.2280
C -0.08 -0.20 -0.10 -0.6018
S 1.20 -1.39 -0.29 0.7473
C 0.50 -2.04 -1.88 -0.3788
H -1.83 -1.00 1.44 0.0945
H -2.68 0.47 2.28 0.0922
H -1.42 -0.25 3.25 0.0189
H -0.91 1.67 1.00 0.0759
H 0.46 0.92 1.78 0.0867
H -1.01 -0.48 -0.41 0.0175
H 0.33 0.53 -0.87 0.0738
H 1.23 -2.79 -2.26 0.0218
H 0.49 -1.30 -2.70 0.0444
H -0.42 -2.34 -1.36 0.0225
H 3.16 -2.82 -3.68 0.0581
H 3.88 -1.49 -4.10 0.0528
O 3.01 -1.94 -4.14 -0.0988
H -2.04 4.76 3.07 -0.0045
H -0.50 4.76 2.86 0.0152
O -1.31 4.32 2.72 -0.0069
```

Summary:
- gap between HOMO and LUMO (eV) = 8.753
- HOMO level (eV) = -8.085
- SMILES = CCCSC.O.O
- charge = 0
- LUMO (eV) = 0.6671
- M (Da) = 126.2

Arrangement four

# C4H14O2S

A 3-piece molecular cluster, C4H14O2S overall (wB97M-V/def2-TZVPD, the OMol25 dataset).

The geometry in XYZ format:
```
21
Properties=species:S:1:pos:R:3:lowdin_charge:R:1
C 0.05 3.00 -0.79 -0.0768
C 0.00 1.75 0.18 -0.2421
C -1.07 0.78 -0.33 -0.2454
C -0.99 -0.68 0.39 -0.5624
S -2.50 -1.69 0.56 0.6723
H 0.95 3.45 -1.02 0.0450
H -0.38 2.76 -1.70 0.0408
H -0.67 3.64 -0.39 0.0524
H -0.18 2.09 1.24 0.1220
H 0.94 1.19 0.22 0.0823
H -0.99 0.57 -1.38 0.0960
H -2.05 1.29 -0.12 0.1143
H -0.43 -0.47 1.18 0.0003
H -0.19 -1.17 -0.18 0.0275
H -3.21 -1.18 -0.48 -0.1445
H 3.82 1.37 -0.38 -0.0304
H 3.78 0.15 0.45 0.0197
O 4.34 0.71 -0.08 0.0081
H 1.26 -2.45 0.42 -0.0278
H 2.33 -1.70 -0.05 0.0314
O 1.56 -2.15 -0.35 0.0174
```

Summary:
- gap between HOMO and LUMO (eV) = 9.288
- HOMO level (eV) = -8.964
- SMILES = CCCCS.O.O
- charge = 0
- LUMO (eV) = 0.3243
- M (Da) = 126.2

So which one is most stable? That would be arrangement two, about 0.653 eV below the next structure.

Arrangement one

# C4H11NO2S

A 2-piece molecular cluster, C4H11NO2S overall (wB97M-V/def2-TZVPD, the OMol25 dataset).

The geometry in XYZ format:
```
19
Properties=species:S:1:pos:R:3:lowdin_charge:R:1
C 0.73 0.06 -2.08 -0.0990
N 0.01 0.52 -0.88 -0.1145
C -0.39 -0.55 0.03 -0.3865
C -0.21 -0.13 1.47 -0.5124
S -1.01 -1.21 2.78 0.6868
C -1.96 -0.68 -0.15 -0.2118
O -2.57 0.36 -0.23 0.0502
H 0.14 -0.44 -2.81 0.0574
H 1.25 0.94 -2.53 0.0963
H 1.51 -0.69 -1.77 0.0967
H -0.72 1.21 -0.84 0.1111
H 0.12 -1.52 -0.16 0.1523
H 0.83 -0.04 1.79 0.0553
H -0.54 0.89 1.63 0.0825
H -2.17 -0.46 2.66 -0.1141
H -2.38 -1.68 -0.06 0.1133
H 1.74 0.84 0.01 -0.0210
H 2.94 1.67 0.85 0.0407
O 2.67 0.92 0.30 -0.0833
```

Summary:
- gap between HOMO and LUMO (eV) = 9.739
- HOMO level (eV) = -9.050
- SMILES = CN[C@H](C=O)CS.O
- charge = 0
- LUMO (eV) = 0.6884
- M (Da) = 137.2

Arrangement two

# C4H11NO2S

A 2-piece molecular cluster, C4H11NO2S overall (wB97M-V/def2-TZVPD, the OMol25 dataset).

The geometry in XYZ format:
```
19
Properties=species:S:1:pos:R:3:lowdin_charge:R:1
O 0.71 1.27 -0.98 0.0235
C 1.25 0.49 -0.21 -0.5256
N 0.61 -0.60 0.28 0.0541
C -0.83 -0.83 0.05 -0.2290
C -1.47 -1.31 1.34 -0.5313
S -2.37 0.01 2.25 0.6935
C 2.75 0.55 0.00 -0.0002
H 1.06 -1.09 1.05 0.1350
H -1.19 0.12 -0.32 0.0833
H -0.93 -1.55 -0.76 0.1258
H -0.75 -1.77 2.00 0.0569
H -2.22 -2.09 1.27 0.0609
H -1.60 1.02 1.83 -0.1522
H 3.15 1.04 -0.88 0.0865
H 3.10 1.15 0.84 0.0838
H 3.20 -0.45 0.00 0.0783
H -2.03 1.89 -2.73 0.0339
H -0.77 1.13 -2.34 -0.0034
O -1.66 1.00 -2.69 -0.0740
```

Summary:
- gap between HOMO and LUMO (eV) = 9.866
- HOMO level (eV) = -9.197
- SMILES = CC(=O)NCCS.O
- charge = 0
- LUMO (eV) = 0.6688
- M (Da) = 137.2

So which one is most stable? That would be arrangement two, about 1.602 eV below the next structure.

Arrangement one

# C6H4O

One molecule with the formula C6H4O (wB97M-V/def2-TZVPD, the OMol25 dataset).

The geometry in XYZ format:
```
11
Properties=species:S:1:pos:R:3:lowdin_charge:R:1
C -1.02 -0.90 0.76 -0.0855
C 0.27 -0.58 1.24 -0.0993
C 1.73 1.05 -0.19 0.0359
C -1.71 0.02 -1.57 -0.2228
C -1.21 -0.55 -0.54 -0.0356
C 0.95 0.16 0.34 -0.0773
O -2.09 0.31 -2.64 0.1247
H -1.79 -1.32 1.39 0.1092
H 0.75 -1.09 2.07 0.1073
H 2.13 0.95 -1.19 0.0691
H 2.00 1.95 0.35 0.0744
```

Summary:
- gap between HOMO and LUMO (spin up / spin down) (eV) = 7.385 / 7.386
- HOMO level (spin up / spin down) (eV) = -8.396 / -8.397
- SMILES = C=C=CC=C=C=O
- charge = 0
- LUMO (spin up / spin down) (eV) = -1.0115 / -1.0111
- M (Da) = 92.1

Arrangement two

# C6H4O

C6H4O as an isolated structure (wB97M-V/def2-TZVPD, the OMol25 dataset).

The geometry in XYZ format:
```
11
Properties=species:S:1:pos:R:3:lowdin_charge:R:1
C 3.12 0.27 0.31 0.1058
C 1.86 0.20 0.48 -0.1711
C 0.57 0.12 0.83 -0.3299
C -0.47 1.06 0.45 -0.0032
C -1.28 0.33 -0.34 -0.0197
C -0.62 -1.01 -0.44 -0.1469
O 0.05 -1.14 0.81 -0.0358
H 0.55 -0.74 -1.08 0.2235
H -0.37 2.14 0.52 0.1246
H -2.14 0.66 -0.92 0.1185
H -1.27 -1.89 -0.63 0.1342
```

Summary:
- gap between HOMO and LUMO (eV) = 8.365
- HOMO level (eV) = -9.961
- charge = 0
- LUMO (eV) = -1.5965
- M (Da) = 92.1

So which one is most stable? That would be arrangement one, about 2.545 eV below the next structure.

Arrangement one

# C6H4O

One molecule with the formula C6H4O (wB97M-V/def2-TZVPD, the OMol25 dataset).

The geometry in XYZ format:
```
11
Properties=species:S:1:pos:R:3:lowdin_charge:R:1
C -1.04 3.45 1.29 0.1310
C -0.61 2.49 0.70 -0.1483
C -0.14 1.30 0.18 -0.0358
C 0.25 0.19 -0.08 0.0689
C 0.59 -1.22 -0.04 -0.3037
C 0.28 -2.16 -1.12 -0.1070
O 1.60 -1.74 -0.88 -0.0227
H -1.42 4.27 1.85 0.0331
H 0.61 -1.60 0.98 0.1501
H -0.18 -1.80 -2.03 0.1204
H 0.06 -3.19 -0.84 0.1142
```

Summary:
- gap between HOMO and LUMO (eV) = 10.286
- HOMO level (eV) = -9.476
- SMILES = C#CC#C[C@H]1CO1
- charge = 0
- LUMO (eV) = 0.8093
- M (Da) = 92.1

Arrangement two

# C6H4O

C6H4O as an isolated structure (wB97M-V/def2-TZVPD, the OMol25 dataset).

The geometry in XYZ format:
```
11
Properties=species:S:1:pos:R:3:lowdin_charge:R:1
C 1.38 -0.40 -0.80 -0.0561
C 0.58 -0.20 0.43 -0.2154
C 0.62 -0.26 1.76 0.0283
C -0.76 0.18 1.80 -0.3996
O -1.62 0.44 2.58 0.1473
C -1.06 0.32 0.17 -0.0851
C -1.70 0.54 -0.86 0.2414
H 2.37 -0.71 -0.47 0.0939
H 1.46 0.53 -1.38 0.0919
H 0.95 -1.17 -1.44 0.0917
H -2.21 0.72 -1.78 0.0618
```

Summary:
- gap between HOMO and LUMO (spin up / spin down) (eV) = 7.079 / 7.081
- HOMO level (spin up / spin down) (eV) = -8.791 / -8.792
- charge = 0
- LUMO (spin up / spin down) (eV) = -1.7115 / -1.7110
- M (Da) = 92.1

So which one is most stable? That would be arrangement one, about 2.321 eV below the next structure.